1.
Below is a cluster of 2 separate species, C3H8N2O in total in a non-equilibrium geometry, with properties calculated with wB97M-V/def2-TZVPD.

```
14
Properties=species:S:1:pos:R:3:forces:R:3:lowdin_charge:R:1
C 0.623727 -0.527108 -2.501499 1.0 -0.1 0.2 -0.066
C -0.377849 0.015373 -1.609489 -2.3 0.0 -0.5 -0.269
N -1.410136 0.303245 -1.168466 1.3 0.0 -0.5 0.164
H 0.175462 -0.800028 -3.455668 -0.1 0.1 0.1 0.089
H 1.407047 0.214906 -2.667638 0.0 -0.2 -0.1 0.085
H 1.068063 -1.414456 -2.039221 0.0 0.1 -0.2 0.090
N 0.535078 -0.453552 1.256211 0.8 0.2 -1.6 0.002
C -0.675094 0.150659 1.695593 -1.4 -0.1 -1.6 -0.405
O -0.546750 1.500317 2.076794 0.0 0.7 0.6 -0.071
H 0.739793 -0.076446 0.287331 0.0 -0.5 1.8 0.049
H 1.310593 -0.222649 1.872146 0.0 -0.1 -0.2 0.069
H -1.331426 0.190857 0.749135 0.7 -0.3 2.1 0.072
H -1.132453 -0.466168 2.480096 0.0 0.3 -0.1 0.113
H -0.386054 1.585047 3.024676 0.0 -0.1 -0.2 0.077
```
Positions in Å, forces in eV/Å.

Output
Net charge: 0
HOMO energy: -9.4 eV
LUMO level: 0.70 eV
SMILES string: CC#N.NCO
Max |F|: 2.39 eV Å⁻¹

---

2.
Below is a cluster of 2 separate species, C3H8N2O in total in a non-equilibrium geometry, with properties calculated with wB97M-V/def2-TZVPD.

```
14
Properties=species:S:1:pos:R:3:forces:R:3:lowdin_charge:R:1
H -2.090437 1.274499 3.382530 2.8 -0.6 -0.6 0.077
N -1.308036 0.934089 2.685183 -3.0 0.3 1.2 0.026
C -1.812348 1.499346 1.652863 0.6 0.1 0.5 -0.457
N -1.689367 1.148247 0.379704 -1.2 2.2 0.2 0.115
H -2.309089 2.424234 1.685977 -1.5 1.2 0.6 0.093
H -2.110692 1.752376 -0.297903 0.3 -0.3 -0.4 0.101
H -1.146314 0.396878 0.213635 1.9 -2.9 -1.4 0.039
C 2.371497 -1.251819 -1.070923 -2.1 2.0 -1.8 -0.045
C 1.017756 -1.396129 -1.820331 -0.6 -3.6 1.3 -0.234
O 0.722651 -2.560979 -2.179358 0.2 3.9 0.3 -0.013
H 2.358051 -1.607787 -0.085636 -0.5 -0.2 1.5 0.065
H 3.040689 -1.844728 -1.574868 1.6 -1.6 -1.3 0.043
H 2.716389 -0.240483 -1.172839 0.2 0.6 0.5 0.065
H 0.239248 -0.527739 -1.798033 1.2 -1.2 -0.5 0.122
```
Positions in Å, forces in eV/Å.

Output
Net charge: 0
HOMO energy: -9.1 eV
LUMO level: 0.65 eV
SMILES string: [H]/N=C/N.CC=O
Max |F|: 3.97 eV Å⁻¹

---

3.
Below is a cluster of 2 separate species, C3H8N2O in total in a non-equilibrium geometry, with properties calculated with wB97M-V/def2-TZVPD.

```
14
Properties=species:S:1:pos:R:3:forces:R:3:lowdin_charge:R:1
C -1.583017 0.313491 0.042886 0.0 0.2 0.3 -0.038
C -0.260893 1.097581 0.050140 1.2 -2.1 -0.7 -0.657
N 0.626170 0.610414 -1.024049 -0.4 -0.5 -0.8 0.019
O -0.352550 2.382679 0.045226 -0.3 1.1 1.0 0.067
H 0.208797 0.657823 -1.954609 0.1 0.4 0.3 0.083
H 1.514882 1.098300 -0.997314 -0.2 0.0 -0.1 0.078
H -1.437287 -0.759493 0.178573 0.0 0.1 0.0 0.053
H -2.202250 0.693800 0.854392 -0.1 -0.1 0.0 0.078
H -2.104732 0.487369 -0.901707 0.1 0.0 0.0 0.079
C 1.269189 -1.815602 0.678437 0.3 0.0 0.1 -0.138
N 1.650748 -0.632132 0.729563 0.3 -0.8 0.7 0.080
H 0.411500 0.615495 0.957503 -1.0 1.3 -0.7 0.156
H 0.332750 -2.163007 0.230566 0.1 0.2 0.0 0.066
H 1.926695 -2.586720 1.110393 -0.1 0.1 -0.1 0.074
```
Positions in Å, forces in eV/Å.

Output
Net charge: 0
HOMO energy (spin up / spin down): -9.3 / -8.9 eV
LUMO level (spin up / spin down): -0.43 / -1.35 eV
Max |F|: 2.49 eV Å⁻¹

---

4.
Below is the molecule C3H8N2O, with properties calculated with wB97M-V/def2-TZVPD.

```
14
Properties=species:S:1:pos:R:3:forces:R:3:lowdin_charge:R:1
C -1.058036 -0.586702 1.085063 0.2 0.1 0.5 -0.091
N -0.360993 -0.100995 -0.251005 -0.1 -0.1 -0.1 -0.204
C -0.987942 1.107390 -0.790979 -0.1 0.1 0.0 -0.048
C 1.050916 -0.215652 -0.568959 0.1 0.0 -0.2 -0.542
O 1.478354 0.172590 -1.635176 -0.2 -0.2 0.4 0.074
N 1.777875 -0.825748 0.392426 0.1 0.1 0.0 0.185
H -0.396901 -1.340402 1.516899 -0.1 0.1 0.0 -0.007
H -1.166192 0.284888 1.738204 0.0 -0.1 -0.1 0.014
H -1.078061 -0.932949 -0.341214 0.2 0.0 -0.3 0.136
H -0.638848 1.276392 -1.808951 -0.1 0.0 0.1 0.088
H -2.068145 0.953070 -0.757438 0.1 0.1 0.0 0.093
H -0.734287 1.963938 -0.156650 0.0 -0.1 -0.1 0.100
H 2.774844 -0.851926 0.250446 -0.1 0.0 0.0 0.118
H 1.407419 -0.903894 1.327332 0.0 0.0 -0.1 0.083
```
Positions in Å, forces in eV/Å.

Output
Net charge: 0
HOMO energy: -7.7 eV
LUMO level: 0.74 eV
Max |F|: 0.50 eV Å⁻¹

---

5.
Below is the molecule C3H8N2O in a non-equilibrium geometry, with properties calculated with wB97M-V/def2-TZVPD.

```
14
Properties=species:S:1:pos:R:3:forces:R:3:lowdin_charge:R:1
C 1.778309 0.263618 -0.187280 -0.6 -2.5 -0.5 -0.131
N 0.442738 0.874892 -0.245472 1.0 1.8 -0.5 -0.162
C -0.704716 0.168776 -0.823768 0.2 -0.3 1.1 -0.131
C -1.367491 -0.790349 0.218165 0.2 1.0 -2.0 -0.551
N -0.876115 -0.612364 1.453965 -0.7 -0.8 1.1 0.152
O -2.324156 -1.475246 -0.081805 0.4 -0.3 0.2 0.042
H 2.075327 -0.205728 -1.132576 0.0 0.3 -0.5 0.068
H 1.667852 -0.639485 0.428211 0.4 0.4 0.4 0.070
H 2.651639 0.855461 0.114176 -0.9 0.4 0.3 0.081
H 0.592746 1.675207 -0.853153 -0.4 0.3 0.3 0.098
H -0.487768 -0.231206 -1.823023 -0.4 -0.4 0.3 0.123
H -1.521514 0.900466 -0.872183 0.3 0.1 -0.5 0.128
H -0.438771 0.270289 1.674767 0.2 -0.1 -0.1 0.098
H -1.488077 -1.054335 2.129972 0.3 0.3 0.3 0.116
```
Positions in Å, forces in eV/Å.

Output
Net charge: 0
HOMO energy: -9.4 eV
LUMO level: 0.92 eV
SMILES string: CNCC(N)=O
Max |F|: 2.67 eV Å⁻¹

---

6.
Below is a cluster of 2 separate species, C3H8N2O in total in a non-equilibrium geometry, with properties calculated with wB97M-V/def2-TZVPD.

```
14
Properties=species:S:1:pos:R:3:forces:R:3:lowdin_charge:R:1
C -0.324376 0.619437 -2.308650 1.2 -0.2 0.0 -0.076
N -0.426676 0.087330 -1.166426 -2.5 -0.5 -0.7 -0.108
C -1.222074 0.807295 -0.152338 1.4 0.5 0.6 -0.132
H -0.330109 -0.018238 -3.195767 0.9 -0.1 0.1 0.064
H -0.063998 1.672420 -2.494430 -1.2 0.3 0.1 0.080
H -1.801076 0.092886 0.428597 0.1 -0.2 -0.1 0.074
H -1.916801 1.477384 -0.624769 -0.2 0.4 -0.2 0.062
H -0.608130 1.358089 0.564478 0.0 0.0 0.0 0.070
N 1.139568 -1.220329 0.795858 0.1 -0.2 0.4 0.104
C 1.223248 -0.633295 2.032013 -1.0 -1.4 -0.3 -0.405
O 0.277622 -0.098287 2.565713 0.5 0.6 0.1 0.001
H 1.651722 -2.079828 0.659302 0.3 0.3 -0.1 0.092
H 0.215817 -1.236995 0.384717 0.1 0.1 -0.2 0.056
H 2.185263 -0.827868 2.511701 0.3 0.4 0.2 0.117
```
Positions in Å, forces in eV/Å.

Output
Net charge: 0
HOMO energy: -9.1 eV
LUMO level: 0.88 eV
SMILES string: C=NC.NC=O
Max |F|: 2.67 eV Å⁻¹

---

7.
Below is a cluster of 3 separate species, C3H8N2O2 in total in a non-equilibrium geometry, with properties calculated with wB97M-V/def2-TZVPD.

```
15
Properties=species:S:1:pos:R:3:forces:R:3:lowdin_charge:R:1
C -1.390958 -0.328266 1.685999 -1.0 -0.2 1.5 -0.144
C -2.344569 1.649707 0.492170 -0.2 0.1 1.0 -0.039
C -2.193677 0.905692 1.591998 0.2 0.8 -2.2 -0.264
N 10.448214 -3.230235 -3.136933 0.7 -0.9 1.9 -0.373
N -4.574471 1.936695 -0.813792 -0.6 0.5 -0.3 -0.433
O -5.409081 2.402966 0.007136 0.1 -0.4 -0.3 -0.247
O -4.929555 0.984864 -1.522819 -0.4 -0.2 0.0 -0.218
H -1.034152 -0.227219 2.696813 1.1 -0.7 0.4 0.054
H -2.154916 -1.061972 1.767675 -0.7 -1.3 0.2 0.054
H -0.701524 -0.755712 0.997908 0.8 0.7 -0.8 0.063
H -1.912511 1.331616 -0.460298 0.1 0.3 0.4 0.065
H -3.034451 2.492400 0.462577 0.5 -0.3 0.1 0.022
H -2.772466 1.010390 2.496795 -0.2 0.7 0.1 0.087
H 10.960774 -3.748944 -2.304896 -0.9 1.1 -2.1 -0.273
H 11.043346 -3.361983 -3.960335 0.3 -0.2 0.2 -0.353
```
Positions in Å, forces in eV/Å.

Output
Net charge: -2
HOMO energy: 0.4 eV
LUMO level: 5.06 eV
Max |F|: 2.54 eV Å⁻¹

---

8.
Below is the molecule C3H8N2O2 in a non-equilibrium geometry, with properties calculated with wB97M-V/def2-TZVPD.

```
15
Properties=species:S:1:pos:R:3:forces:R:3:lowdin_charge:R:1
C -1.326952 1.851718 0.021082 -0.1 -0.1 0.0 -0.086
O -0.004726 -0.953313 -1.693045 1.0 0.0 -0.2 -0.004
N -0.461077 -0.253184 -0.574941 -1.3 -0.5 0.6 -0.173
N -0.284505 1.075180 -0.614484 1.5 0.0 1.6 0.069
H -0.355035 -0.530318 -2.490431 -0.3 0.1 0.4 0.106
H -1.787267 1.357567 0.876437 0.0 -0.1 -0.1 0.087
H -2.068082 2.050600 -0.762828 0.0 0.0 0.1 0.092
H -0.884981 2.791282 0.343166 0.0 0.0 -0.1 0.090
C 1.455827 -1.483556 0.458945 -0.2 0.2 0.1 -0.038
C 0.271931 -0.556823 0.693336 -0.3 -0.9 -1.1 -0.427
O 0.604259 0.753081 1.025335 -0.4 1.1 -1.3 -0.103
H -0.409338 -1.007760 1.432907 0.1 0.1 -0.1 0.140
H 1.952863 -1.582081 1.424307 0.0 0.0 0.0 0.084
H 2.150286 -1.042307 -0.253507 0.0 0.0 0.0 0.083
H 1.146799 -2.470085 0.113720 0.0 0.0 0.0 0.079
```
Positions in Å, forces in eV/Å.

Output
Net charge: 0
HOMO energy (spin up / spin down): -8.8 / -8.8 eV
LUMO level (spin up / spin down): -0.54 / -0.54 eV
Max |F|: 2.17 eV Å⁻¹

---

9.
Below is the molecule C3H8N2O2 in a non-equilibrium geometry, with properties calculated with wB97M-V/def2-TZVPD.

```
15
Properties=species:S:1:pos:R:3:forces:R:3:lowdin_charge:R:1
N 2.515880 -0.305430 0.622281 -2.1 -3.9 1.3 -0.037
C 1.161613 0.335401 0.499324 1.3 -0.3 1.9 -0.264
C -0.037350 -0.644854 0.332691 0.6 -1.4 -0.1 -0.201
N -1.232483 0.143489 0.248577 -0.8 0.4 -2.1 0.038
C -2.004213 0.326783 -0.915479 -0.1 -1.0 1.0 -0.544
O -3.220801 0.413539 -0.919131 1.4 0.6 0.0 0.073
O -1.247982 0.330439 -2.072469 -1.2 1.2 0.4 0.070
H 2.347807 -1.203470 1.258328 0.6 2.4 -1.8 0.107
H 3.285483 0.143735 1.080342 -0.2 1.0 0.2 0.036
H 0.978039 1.078520 1.300964 -0.3 -0.7 0.3 0.106
H 1.192563 0.991092 -0.322121 -0.2 0.4 -1.6 0.080
H -0.214911 -1.538115 1.103492 0.8 2.2 -1.1 0.159
H 0.010950 -1.187466 -0.628272 0.6 0.2 0.4 0.117
H -1.734854 0.215071 1.084229 -1.1 0.1 1.0 0.117
H -1.799737 0.901273 -2.672762 0.7 -1.1 0.4 0.143
```
Positions in Å, forces in eV/Å.

Output
Net charge: 0
HOMO energy: -9.4 eV
LUMO level: 0.75 eV
SMILES string: NCCNC(=O)O
Max |F|: 4.67 eV Å⁻¹

---

Number 1: E_tot -8267.2935 eV. Number 2: E_tot -8266.3858 eV. Number 3: E_tot -8263.4959 eV. Number 4: E_tot -8265.2567 eV. Number 5: E_tot -8268.2403 eV. Number 6: E_tot -8266.8014 eV. Number 7: E_tot -10310.4339 eV. Number 8: E_tot -10309.8924 eV. Number 9: E_tot -10315.5561 eV.